Entry 1:
# C27H31ClPPbSi

A structure of composition C27H31ClPPbSi (the ωB97M-V functional and the def2-TZVPD basis, the OMol25 dataset).

Calculated values
Calculated total energy = -63430.65173 eV
Gap between HOMO and LUMO (spin up / spin down) = 4.094 / 5.638 eV
Strongest force on any atom = 0.0603 Eh/bohr
Charge = +1

Cartesian coordinates (Å):
C -0.9396 -2.5341 2.6786
C -0.8267 -2.7047 1.2709
C 0.5437 -2.9375 0.9635
H -1.6459 -2.6886 0.5562
C 1.2802 -2.9119 2.1798
C 0.3608 -2.6635 3.2438
H 0.5979 -2.6405 4.3079
H -1.8601 -2.3622 3.2365
H 0.9536 -3.1275 -0.0277
H 2.3498 -3.1074 2.2834
Pb 1.8123 0.1623 2.8528
Cl 2.4461 1.2439 0.6515
P 0.0714 -0.1535 -1.8427
C 1.3653 -1.2040 -2.5812
C 1.1580 -2.0353 -3.6933
H 0.2137 -1.9970 -4.2383
C 2.1642 -2.9165 -4.0961
H 1.9880 -3.5757 -4.9479
C 3.3814 -2.9672 -3.4071
H 4.1524 -3.6805 -3.7051
C 3.6141 -2.0941 -2.3378
H 4.5689 -2.1027 -1.8097
C 2.6182 -1.2123 -1.9355
H 2.7954 -0.5200 -1.1060
C -1.4791 -0.7236 -2.5921
C -1.8533 -2.0754 -2.4186
H -1.1074 -2.8101 -2.1130
C -3.1766 -2.4659 -2.6246
H -3.4585 -3.5073 -2.4634
C -4.1341 -1.5274 -3.0288
H -5.1770 -1.8287 -3.1600
C -3.7465 -0.2056 -3.2892
H -4.4787 0.5207 -3.6487
C -2.4260 0.1973 -3.0817
H -2.1192 1.2224 -3.2910
C 0.3816 1.5056 -2.5285
C 0.9441 1.7072 -3.7970
H 1.1317 0.8539 -4.4547
C 1.2761 3.0007 -4.2081
H 1.7081 3.1574 -5.1972
C 1.0548 4.0907 -3.3607
H 1.3337 5.0981 -3.6755
C 0.4578 3.8955 -2.1094
H 0.2662 4.7404 -1.4459
C 0.1143 2.6133 -1.6912
H -0.3400 2.4544 -0.7112
C 1.1715 1.9809 5.5848
Si -0.4559 1.8694 4.6379
C -1.5194 0.5189 5.3976
C -1.3665 3.5045 4.7978
C -0.0642 1.4540 2.8580
H 1.0146 2.5352 6.5205
H 1.9400 2.5159 5.0050
H 1.5616 0.9901 5.8632
H -1.4408 0.5309 6.4948
H -2.5762 0.6862 5.1388
H -1.2382 -0.4831 5.0445
H -0.9212 4.2614 4.1396
H -2.4221 3.3871 4.5154
H -1.3265 3.8835 5.8265
H 0.1379 2.3341 2.2260
H -0.8293 0.8477 2.3436

Cartesian forces, eV/Å:
C 1.8671 0.0380 2.4737
C 2.0736 -0.4588 -1.7025
C -1.3649 0.3295 -0.4044
H 0.1895 0.0058 0.1817
C -0.1138 -0.1763 -0.5622
C -2.2922 0.4336 0.2301
H -0.0858 -0.0129 -0.3901
H 0.3336 -0.0546 -0.1960
H -0.1086 0.0567 0.3344
H -0.4231 0.0617 -0.0255
Pb -0.1401 0.0781 -0.0162
Cl 0.0126 -0.0664 -0.2855
P 0.1588 -0.1513 -3.0598
C 0.3107 -0.0933 0.7307
C -0.0952 -0.3062 0.0572
H 0.2619 -0.0905 0.1685
C -0.0342 0.1655 0.0487
H 0.0779 0.2421 0.2351
C -0.1402 0.1675 0.1095
H -0.2649 0.2332 0.0601
C -0.0461 -0.0087 -0.1975
H -0.2796 -0.0051 -0.1982
C -0.0594 0.0601 0.1648
H -0.0460 -0.3426 -0.2217
C 0.0062 -0.0280 0.7567
C -0.4287 0.0338 0.1457
H -0.2188 0.1720 0.0899
C 0.2962 0.0019 -0.1128
H 0.0581 0.3099 -0.0754
C 0.2455 0.1447 -0.0397
H 0.3980 0.1142 0.0512
C 0.2045 -0.0149 -0.0961
H 0.2497 -0.2685 0.0940
C -0.3128 -0.0396 0.2107
H -0.1614 -0.2171 0.1788
C -0.1146 0.8810 1.0510
C 0.1740 -0.1540 0.0467
H 0.0132 0.3187 0.2221
C -0.1837 -0.0586 0.1249
H -0.1078 -0.0784 0.2974
C -0.1863 -0.2127 0.1757
H -0.0685 -0.3407 0.0756
C -0.0244 -0.0095 -0.1048
H 0.0843 -0.2272 -0.2512
C 0.1633 -0.3010 -0.3627
H 0.2247 0.0819 -0.2369
C 0.0411 0.0190 0.0422
Si -0.3881 0.1610 0.0524
C -0.0904 -0.0628 0.0779
C 0.0269 0.0271 -0.0817
C -0.1474 -0.1953 -0.2043
H 0.1262 -0.1252 -0.1856
H -0.1039 -0.0680 0.1945
H -0.0149 0.1898 -0.0589
H -0.0425 -0.0366 -0.2669
H 0.2736 -0.0990 0.0485
H -0.0318 0.1689 0.1127
H -0.0936 -0.0760 0.1487
H 0.2363 0.0599 0.0451
H -0.0497 -0.0577 -0.1673
H 0.1083 -0.3004 0.2241
H 0.0477 0.1825 0.2429

Here are the Mulliken charges for atoms 1 to 5, given in e: -0.5502 -0.2599 0.1029 0.4844 -1.1835

---

Entry 2:
# C3H7N3O2

An isolated molecule of C3H7N3O2 (the ωB97M-V functional and the def2-TZVPD basis, the OMol25 dataset).

Calculated values
Relative energy (zero: lowest compared OMol25 entry of this formula, charge and spin) = 3.8642 eV
SMILES = C/C=N/N(O)C(N)=O
Calculated total energy = -11787.44895 eV
Gap between HOMO and LUMO = 9.835 eV
Strongest force on any atom = 0.0330 Eh/bohr

Cartesian coordinates (Å):
C 0.5550 2.6472 0.1186
N -0.8436 -0.7223 0.1652
C 0.2757 -1.6486 -0.0754
N -0.1031 -2.4200 -1.1022
C 0.3252 1.2080 -0.1723
O -1.7247 -1.2694 1.1158
N -0.6126 0.5888 0.4081
O 1.3254 -1.6137 0.5053
H -1.4081 -1.0296 2.0027
H -1.1061 -2.2485 -1.3312
H 0.4333 -3.2438 -1.3289
H 1.0218 0.7255 -0.8617
H 1.5577 2.7916 0.5216
H 0.4817 3.2278 -0.8006
H -0.1777 3.0068 0.8351

Cartesian forces, eV/Å:
C -0.0652 0.0617 -0.0785
N -0.3008 0.0441 -0.2115
C -0.1857 0.7336 0.1551
N -1.2004 0.0246 -0.1709
C 0.3136 -0.2491 0.0190
O -0.0350 -0.0644 -0.0119
N -0.0953 0.2051 0.6335
O 0.1937 -0.1083 0.0965
H 0.2683 0.0690 -0.1700
H 1.4817 -0.8141 -0.1427
H -0.3163 0.0248 -0.1002
H -0.0880 -0.1150 -0.0248
H 0.0398 0.0292 0.0057
H 0.0235 0.1196 -0.0283
H -0.0339 0.0391 0.0288

Here are the Mulliken charges for atoms 1 to 5, given in e: -0.9995 0.3349 0.4825 -0.3418 0.1222

---

Entry 3:
# C5H13N2S

A structure of composition C5H13N2S (the ωB97M-V functional and the def2-TZVPD basis, the OMol25 dataset).

Calculated values
Relative energy (zero: lowest compared OMol25 entry of this formula, charge and spin) = 3.6962 eV
Calculated total energy = -19208.58242 eV
Gap between HOMO and LUMO = 5.735 eV
Strongest force on any atom = 0.0223 Eh/bohr
Charge = -1

Cartesian coordinates (Å):
C 0.2874 1.7363 0.1624
C -1.2200 1.5811 -0.0355
S -2.2039 2.9575 0.7062
C 0.7089 1.7046 1.6474
N 0.4685 -2.1236 1.0633
C 0.9798 -1.6605 -0.0237
C 0.3440 -1.8402 -1.4046
N -0.7162 -2.8370 -1.3679
H 0.6351 2.6733 -0.2678
H 0.8225 0.9226 -0.3561
H -1.4813 1.6147 -1.0968
H -1.5571 0.6247 0.3885
H 0.2700 2.5570 2.1583
H 1.8031 1.8218 1.6886
H 0.4572 0.7618 2.1404
H 1.8171 -0.9337 -0.0252
H -0.0401 -1.1381 0.7636
H 0.0232 -0.8473 -1.7311
H 1.1391 -2.1931 -2.0769
H -1.0374 -2.8782 -0.4021
H -1.4999 -2.5037 -1.9310

Cartesian forces, eV/Å:
C -0.0646 -0.4929 0.6177
C -0.3037 0.8491 0.0895
S 0.1919 -0.2592 0.0275
C 0.5988 0.2413 -0.7540
N -0.1383 0.5038 -0.0703
C -0.3356 0.5995 -0.6577
C 0.4498 -0.7904 0.0173
N -0.4380 0.5369 -0.2627
H -0.1032 0.1296 -0.1324
H -0.0125 0.1690 -0.1079
H 0.2527 -0.3850 -0.0795
H 0.0392 -0.1139 -0.0451
H -0.2500 -0.1451 0.1501
H -0.1360 -0.1054 0.1430
H -0.1649 0.1087 0.0332
H 0.4755 -0.4104 -0.1655
H -0.4334 -0.4690 0.9500
H 0.0724 0.1088 -0.0590
H 0.0562 0.3058 0.0017
H 0.0093 -0.1544 0.0714
H 0.2344 -0.2269 0.2329

Here are the Mulliken charges for atoms 1 to 5, given in e: -0.2757 -0.6302 -0.6411 -1.1391 -0.8495

---

Entry 4:
# CHNO2S

An isolated molecule of CHNO2S (the ωB97M-V functional and the def2-TZVPD basis, the OMol25 dataset).

Calculated values
Relative energy (zero: lowest compared OMol25 entry of this formula, charge and spin) = 4.6262 eV
SMILES = O=S1#CN1O
Calculated total energy = -17467.54908 eV
Gap between HOMO and LUMO = 9.208 eV
Strongest force on any atom = 0.0477 Eh/bohr

Cartesian coordinates (Å):
C 1.9660 -1.5105 -0.9144
N 0.9105 -0.9592 -0.3693
O -0.4317 -1.0209 0.2296
O 1.1604 0.9506 -2.0402
S 1.8363 0.4123 -0.8670
H -1.1305 -1.3649 -0.3556

Cartesian forces, eV/Å:
C -2.3265 -0.3601 0.6833
N 0.4297 0.9812 -0.4097
O 1.9062 -0.2153 0.2843
O 0.6426 0.1814 -0.2595
S -1.5589 -0.4268 0.4181
H 0.9068 -0.1604 -0.7166

Here are the Mulliken charges for atoms 1 to 5, given in e: -0.1923 0.2844 -0.4040 -0.4955 0.4431